One molecule with the formula C4H4F2O in a non-equilibrium geometry. Source: OMol25; level of theory: ωB97M-V with the def2-TZVPD basis set.

HOMO-LUMO gap (eV): 9.84
SMILES: O=C/C=C\C(F)F
Strongest force on any atom (eV Å⁻¹): 1.8
Energy (eV): -11693.9912
E_HOMO (eV): -10.26
LUMO (hartree): -0.015

Geometry as XYZ:
```
11
Properties=species:S:1:pos:R:3:forces:R:3
C -1.41509 -0.14667 -0.02089 -1.3937 -1.1235 -0.0642
C -0.38743 0.86515 -0.04092 0.7555 1.4400 -0.2296
C 0.91745 0.65645 -0.07631 0.8916 0.7462 -0.1462
C 1.53320 -0.67707 0.06952 1.2039 -0.7700 -0.3662
H -2.40231 0.24481 -0.18550 -0.5293 0.4670 0.1248
H -0.80433 1.86164 0.01831 0.2926 0.2324 -0.2888
H 1.62138 1.50743 -0.20275 -0.5150 -0.7151 0.3924
H 0.89444 -1.56808 0.10259 -0.3794 0.1577 0.0858
O 2.73657 -0.85067 0.13372 -0.7526 0.5350 0.0111
F -1.40582 -0.78110 1.16480 -0.1234 -0.5644 1.1175
F -1.28807 -1.11187 -0.96257 0.5497 -0.4055 -0.6366
```
Positions in Å, forces in eV/Å.